# 1
Below is a 7-piece molecular cluster, C27H67ClF5N3O34P8S overall in a non-equilibrium geometry, with properties calculated with ωB97M-V/def2-TZVPD.

Each line ends with the Löwdin charge.
CARTESIAN COORDINATES (ANGSTROEM)
H (-3.08, -2.03, 1.10)  0.003
N (-3.86, -2.45, 0.59)  0.115
C (-4.10, -1.74, -0.42)  -0.230
C (-3.42, -0.46, -0.83)  -0.202
N (-2.64, 0.18, 0.26)  -0.185
C (-3.39, 1.37, 0.70)  -0.177
P (-3.48, 2.82, -0.42)  0.455
O (-4.70, 2.67, -1.22)  -0.275
O (-2.21, 2.91, -1.42)  -0.123
O (-3.53, 4.22, 0.33)  -0.128
C (-1.23, 0.22, -0.07)  -0.540
Cl (-0.77, -1.55, -0.26)  0.829
C (-0.17, 0.75, 0.91)  -0.445
O (0.04, 0.03, 2.09)  -0.091
C (-1.02, -0.29, 2.90)  -0.151
O (-1.50, 0.90, 3.57)  0.015
C (-2.61, 0.71, 4.20)  -0.339
N (-3.58, 0.61, 4.83)  0.204
P (-0.16, 2.59, 1.32)  0.463
O (-1.47, 3.13, 1.69)  -0.251
O (0.49, 3.43, 0.17)  -0.079
O (0.82, 2.75, 2.54)  -0.062
S (1.55, 0.47, 0.11)  0.765
O (2.09, -0.81, 0.45)  -0.258
O (2.42, 1.50, 0.60)  -0.261
C (1.53, 0.75, -1.74)  -0.453
F (2.78, 1.13, -2.00)  0.144
F (0.73, 1.77, -2.11)  0.122
C (1.23, -0.46, -2.69)  -0.578
F (1.90, -0.22, -3.83)  0.158
F (-0.06, -0.53, -3.01)  0.148
F (1.65, -1.62, -2.22)  0.169
H (-4.93, -2.04, -1.05)  0.106
H (-2.83, -0.61, -1.73)  0.114
H (-4.21, 0.20, -1.16)  0.105
H (-3.13, 1.63, 1.72)  0.071
H (-4.42, 1.06, 0.78)  0.116
H (-2.03, 3.83, -1.64)  0.091
H (-4.29, 4.16, 0.93)  0.087
H (-1.08, 0.61, -1.08)  0.085
H (-0.63, -0.94, 3.68)  0.163
H (-1.83, -0.85, 2.43)  0.125
H (-0.12, 3.52, -0.57)  0.067
H (0.44, 2.30, 3.31)  0.092
C (1.77, -1.87, -6.37)  -0.097
O (1.18, -2.63, -7.43)  -0.195
P (2.09, -3.16, -8.61)  0.317
O (1.36, -3.89, -9.65)  -0.213
O (3.25, -3.99, -7.90)  -0.235
C (2.87, -5.16, -7.16)  -0.077
O (2.86, -1.86, -9.08)  -0.214
C (3.90, -2.01, -10.06)  -0.086
H (1.45, -2.29, -5.42)  0.082
H (2.86, -1.90, -6.41)  0.082
H (1.44, -0.84, -6.44)  0.090
H (1.87, -5.50, -7.42)  0.088
H (2.93, -4.95, -6.10)  0.084
H (3.58, -5.95, -7.40)  0.091
H (4.03, -3.05, -10.36)  0.086
H (4.83, -1.64, -9.64)  0.087
H (3.64, -1.42, -10.94)  0.090
C (9.23, -5.26, -4.49)  -0.090
O (7.96, -5.75, -4.93)  -0.202
P (6.65, -5.35, -4.14)  0.319
O (5.43, -5.94, -4.68)  -0.214
O (6.66, -3.75, -4.12)  -0.226
C (6.56, -3.07, -5.37)  -0.082
O (7.00, -5.70, -2.65)  -0.217
C (6.07, -5.32, -1.61)  -0.067
H (9.75, -4.84, -5.35)  0.090
H (9.13, -4.49, -3.73)  0.085
H (9.81, -6.09, -4.08)  0.090
H (6.22, -3.73, -6.17)  0.086
H (7.54, -2.66, -5.63)  0.088
H (5.85, -2.25, -5.26)  0.085
H (5.21, -4.80, -2.01)  0.085
H (6.59, -4.67, -0.91)  0.093
H (5.74, -6.21, -1.09)  0.088
C (8.79, -5.54, 3.90)  -0.088
O (7.49, -5.79, 3.33)  -0.202
P (7.27, -7.05, 2.41)  0.316
O (5.92, -7.16, 1.86)  -0.216
O (7.73, -8.29, 3.29)  -0.228
C (6.99, -8.57, 4.49)  -0.085
O (8.43, -6.94, 1.35)  -0.214
C (8.62, -8.02, 0.42)  -0.074
H (8.66, -5.35, 4.97)  0.090
H (9.46, -6.39, 3.77)  0.085
H (9.22, -4.66, 3.43)  0.091
H (6.03, -8.05, 4.50)  0.089
H (7.59, -8.26, 5.35)  0.088
H (6.82, -9.64, 4.54)  0.090
H (7.90, -8.83, 0.59)  0.089
H (9.63, -8.41, 0.55)  0.090
H (8.50, -7.64, -0.59)  0.084
C (-7.40, 9.50, 0.60)  -0.089
O (-6.89, 8.17, 0.78)  -0.198
P (-5.93, 7.54, -0.31)  0.327
O (-5.50, 6.19, -0.01)  -0.204
O (-4.72, 8.58, -0.46)  -0.227
C (-3.90, 8.76, 0.71)  -0.081
O (-6.72, 7.76, -1.66)  -0.207
C (-6.06, 7.42, -2.89)  -0.081
H (-7.23, 10.05, 1.52)  0.091
H (-6.90, 10.02, -0.22)  0.085
H (-8.47, 9.44, 0.40)  0.090
H (-4.05, 7.98, 1.45)  0.078
H (-4.13, 9.73, 1.16)  0.091
H (-2.85, 8.76, 0.39)  0.087
H (-5.05, 7.06, -2.72)  0.084
H (-6.02, 8.32, -3.51)  0.089
H (-6.64, 6.65, -3.39)  0.092
C (0.57, 8.96, 6.05)  -0.089
O (-0.72, 9.05, 5.44)  -0.202
P (-1.21, 7.90, 4.47)  0.322
O (-2.53, 8.13, 3.89)  -0.214
O (-1.10, 6.56, 5.33)  -0.226
C (-1.92, 6.45, 6.50)  -0.083
O (-0.02, 7.74, 3.44)  -0.209
C (-0.08, 6.66, 2.50)  -0.073
H (0.46, 9.15, 7.11)  0.090
H (1.02, 7.97, 5.91)  0.085
H (1.23, 9.71, 5.62)  0.091
H (-2.72, 7.19, 6.50)  0.089
H (-1.30, 6.59, 7.38)  0.087
H (-2.35, 5.46, 6.52)  0.090
H (-0.98, 6.05, 2.63)  0.082
H (0.80, 6.03, 2.64)  0.089
H (-0.07, 7.07, 1.49)  0.090
C (-9.34, -1.67, 2.71)  -0.090
O (-7.92, -1.58, 2.83)  -0.205
P (-7.18, -2.34, 4.01)  0.317
O (-5.73, -2.14, 4.04)  -0.227
O (-7.63, -3.86, 3.86)  -0.231
C (-7.25, -4.55, 2.66)  -0.083
O (-7.97, -1.88, 5.29)  -0.210
C (-7.65, -2.51, 6.55)  -0.084
H (-9.58, -1.93, 1.68)  0.090
H (-9.76, -2.43, 3.37)  0.085
H (-9.78, -0.71, 2.95)  0.091
H (-6.46, -4.02, 2.13)  0.081
H (-8.12, -4.65, 2.01)  0.087
H (-6.89, -5.54, 2.93)  0.089
H (-6.87, -3.26, 6.43)  0.085
H (-8.55, -2.97, 6.93)  0.089
H (-7.31, -1.74, 7.24)  0.091

For the HOMO energy, the calculation gives -0.354 hartree. As for the LUMO energy: 0.0662 eV. The structure (SMILES) is [H]/N=C\CN(CP(=O)(O)O)[C@H](Cl)[C@](OCOC#N)(P(=O)(O)O)S(=O)(=O)C(F)(F)C(F)(F)F.COP(=O)(OC)OC.COP(=O)(OC)OC.COP(=O)(OC)OC.COP(=O)(OC)OC.COP(=O)(OC)OC.COP(=O)(OC)OC. Its molar mass is 1388.1 g mol⁻¹. As for the HOMO-LUMO gap: 9.7 eV.

# 2
Below is C27H69Br9N9O9P3 as an isolated structure in a non-equilibrium geometry, with properties calculated with ωB97M-V/def2-TZVPD.

Each line ends with the Löwdin charge.
CARTESIAN COORDINATES (ANGSTROEM)
C (-0.65, -2.83, 3.52)  -1.532
Br (-1.12, -3.91, 1.98)  0.625
Br (1.27, -2.51, 3.61)  0.614
Br (-1.19, -3.57, 5.26)  0.559
H (-1.18, -1.88, 3.48)  -0.034
C (-2.19, 3.59, 1.04)  -1.564
Br (-2.38, 2.99, -0.82)  0.594
Br (-3.83, 4.37, 1.75)  0.617
Br (-0.65, 4.73, 1.27)  0.575
H (-1.91, 2.67, 1.55)  -0.055
C (4.72, -1.74, 2.49)  -1.584
Br (4.01, 0.01, 3.00)  0.578
Br (5.03, -2.83, 4.07)  0.563
Br (6.31, -1.52, 1.39)  0.577
H (3.93, -2.16, 1.89)  -0.044
O (-5.68, -1.81, -5.02)  -0.284
P (-4.45, -1.21, -4.48)  0.504
N (-3.08, -2.16, -4.53)  -0.305
C (-2.58, -2.50, -5.88)  -0.086
C (-2.97, -3.24, -3.55)  -0.104
N (-4.63, -0.74, -2.88)  -0.289
C (-5.97, -0.73, -2.32)  -0.112
C (-3.51, -0.50, -1.98)  -0.132
N (-3.99, 0.16, -5.34)  -0.305
C (-5.02, 1.13, -5.65)  -0.122
C (-2.74, 0.81, -5.01)  -0.125
H (-3.41, -2.43, -6.58)  0.078
H (-2.18, -3.51, -5.83)  0.074
H (-1.81, -1.81, -6.23)  0.072
H (-3.00, -2.79, -2.56)  0.053
H (-2.07, -3.84, -3.66)  0.072
H (-3.78, -3.97, -3.67)  0.092
H (-6.41, 0.27, -2.38)  0.078
H (-6.60, -1.43, -2.85)  0.069
H (-5.99, -0.96, -1.25)  0.079
H (-3.58, 0.55, -1.65)  0.023
H (-3.65, -1.05, -1.04)  0.085
H (-2.56, -0.66, -2.47)  0.060
H (-5.92, 0.70, -6.08)  0.080
H (-5.21, 1.75, -4.75)  0.083
H (-4.67, 1.86, -6.39)  0.080
H (-2.87, 1.48, -4.15)  0.076
H (-2.34, 1.33, -5.89)  0.087
H (-1.97, 0.09, -4.71)  0.064
O (-1.57, 1.32, 4.06)  -0.286
P (-1.37, 1.82, 5.45)  0.502
N (-1.41, 3.47, 5.64)  -0.296
C (-0.27, 4.33, 5.40)  -0.103
C (-2.68, 4.06, 5.17)  -0.118
N (0.05, 1.30, 6.08)  -0.292
C (0.66, 0.04, 5.70)  -0.143
C (0.45, 1.72, 7.41)  -0.117
N (-2.60, 1.28, 6.45)  -0.306
C (-3.14, -0.07, 6.30)  -0.098
C (-3.09, 2.03, 7.62)  -0.099
H (0.28, 4.05, 4.49)  0.069
H (0.44, 4.25, 6.23)  0.069
H (-0.53, 5.39, 5.40)  0.087
H (-2.66, 4.16, 4.09)  -0.007
H (-2.85, 5.00, 5.68)  0.092
H (-3.52, 3.39, 5.36)  0.071
H (1.74, 0.17, 5.72)  0.080
H (0.40, -0.80, 6.36)  0.075
H (0.32, -0.21, 4.70)  0.002
H (0.14, 0.98, 8.17)  0.088
H (1.53, 1.83, 7.54)  0.087
H (-0.09, 2.63, 7.69)  0.059
H (-2.52, -0.81, 6.82)  0.066
H (-4.16, -0.05, 6.67)  0.083
H (-3.09, -0.33, 5.24)  0.068
H (-3.96, 2.61, 7.30)  0.072
H (-2.34, 2.73, 7.96)  0.065
H (-3.37, 1.31, 8.39)  0.082
O (3.27, 2.45, -3.78)  -0.287
P (4.13, 2.37, -2.58)  0.529
N (4.39, 0.83, -2.01)  -0.292
C (3.34, 0.08, -1.36)  -0.108
C (5.34, -0.02, -2.71)  -0.117
N (3.51, 3.24, -1.29)  -0.313
C (4.09, 3.19, 0.04)  -0.115
C (2.70, 4.41, -1.57)  -0.106
N (5.69, 2.95, -2.86)  -0.303
C (5.89, 3.76, -4.04)  -0.124
C (6.81, 2.73, -1.98)  -0.115
H (2.94, -0.72, -1.99)  0.084
H (2.54, 0.77, -1.09)  0.081
H (3.70, -0.45, -0.47)  0.068
H (6.13, 0.50, -3.24)  0.069
H (4.84, -0.69, -3.42)  0.087
H (5.83, -0.66, -1.97)  0.072
H (4.50, 2.22, 0.32)  0.064
H (4.84, 3.99, 0.12)  0.079
H (3.28, 3.39, 0.75)  0.079
H (2.21, 4.34, -2.55)  0.076
H (1.93, 4.48, -0.80)  0.053
H (3.31, 5.32, -1.52)  0.085
H (6.46, 4.68, -3.88)  0.078
H (6.55, 3.25, -4.76)  0.082
H (4.95, 4.03, -4.51)  0.069
H (6.69, 3.15, -0.97)  0.067
H (7.65, 3.33, -2.33)  0.085
H (7.12, 1.69, -1.88)  0.065
C (0.33, -2.43, -1.51)  -0.055
O (1.05, -1.71, -0.54)  -0.024
C (0.37, -0.77, 0.12)  -0.653
O (-0.79, -0.50, -0.04)  0.129
O (1.21, -0.17, 0.92)  -0.052
C (0.69, 0.80, 1.82)  -0.064
H (-0.04, -1.79, -2.32)  0.101
H (-0.52, -2.97, -1.10)  0.077
H (1.00, -3.14, -1.98)  0.086
H (1.36, 0.96, 2.67)  0.041
H (-0.18, 0.38, 2.34)  0.065
H (0.35, 1.69, 1.30)  0.078
C (1.45, -5.51, -4.22)  -0.053
O (1.21, -6.47, -3.21)  0.013
C (0.13, -7.23, -3.32)  -0.612
O (-0.70, -7.17, -4.20)  0.120
O (0.13, -8.12, -2.34)  0.007
C (-0.96, -8.98, -2.15)  -0.046
H (2.20, -5.97, -4.88)  0.100
H (2.05, -4.70, -3.82)  0.084
H (0.65, -5.11, -4.82)  0.092
H (-0.75, -9.69, -1.35)  0.094
H (-1.31, -9.44, -3.07)  0.097
H (-1.82, -8.41, -1.77)  0.100

For the HOMO energy, the calculation gives -0.298 hartree. As for the LUMO energy: -0.4459 eV. Its molar mass is 1476.0 g mol⁻¹. As for the HOMO-LUMO gap: 7.7 eV.

Q: Which of these has the highest molar mass?
A: C27H69Br9N9O9P3

Q: Which value of HOMO-LUMO gap does entry 2 give?
A: 7.7 eV